[1]
The following is a DFT calculation (ωB97M-V with the def2-TZVPD basis set) of C36H34ClN6Se2Sn as an isolated structure.

Each line ends with the Löwdin charge.
Geometry (Å):
H 2.209 4.747 -2.968  0.130
C 0.938 -3.578 4.585  -0.013
H 3.749 0.425 -0.636  0.136
C 1.942 3.808 -2.503  -0.008
H 4.515 0.136 1.882  0.149
H 0.441 -5.281 3.370  0.112
H 3.289 2.373 2.164  0.138
C -0.677 2.465 3.634  0.011
C 2.422 2.009 -1.013  -0.283
C -6.601 2.538 -3.481  -0.045
C -1.706 0.385 2.230  -0.177
H 1.267 -1.655 5.508  0.123
C -1.820 1.839 4.104  -0.016
C 2.792 3.218 -1.579  0.018
C 3.532 -0.315 1.704  -0.129
C -3.751 1.439 -1.409  0.209
H 3.729 3.684 -1.309  0.132
Cl -5.372 0.190 -3.670  0.849
C -1.282 -3.812 -4.309  -0.025
C -6.778 3.805 -2.927  0.066
C 1.016 -2.193 4.605  -0.021
C -2.354 0.779 3.384  -0.031
H -3.243 0.261 3.718  0.120
C 4.918 -3.483 0.187  -0.001
C -4.735 2.205 -1.931  -0.259
C 0.745 -1.508 3.439  -0.152
C -5.597 1.733 -3.004  -0.559
Se -1.874 -3.186 -0.237  0.621
N 2.693 -1.850 0.016  -0.030
N 1.270 1.406 -1.319  -0.026
C 4.828 -2.331 0.953  0.019
H 5.793 -4.116 0.254  0.131
H 4.145 1.883 0.262  0.142
H 0.772 -0.424 3.422  0.089
H 1.342 3.586 2.410  0.132
H 2.309 1.267 3.101  0.123
H -3.131 1.807 -0.600  0.096
C 2.787 -2.961 -0.731  -0.137
H -2.601 -4.518 -2.752  0.109
C 0.321 -3.434 2.281  -0.640
H -4.331 3.875 -0.599  0.135
H 0.216 -2.918 -5.573  0.121
N -0.603 0.987 1.770  -0.026
C 3.315 1.253 -0.072  -0.115
H 1.955 -3.162 -1.390  0.075
H 1.029 2.860 0.850  0.107
C -4.970 3.530 -1.401  0.030
H -6.154 5.298 -1.494  0.134
C -1.164 -3.091 -2.041  -0.688
C -1.774 -3.871 -3.011  -0.086
H 0.069 3.600 -3.551  0.117
C 1.162 2.635 1.907  -0.092
C 0.749 3.176 -2.826  -0.028
H -2.062 -0.463 1.651  0.078
Se -0.142 -4.444 0.703  0.729
C -0.205 -2.985 -4.580  -0.028
C 0.453 1.977 -2.204  -0.130
H -7.577 4.427 -3.315  0.145
H -2.288 2.173 5.021  0.128
C -0.095 2.019 2.453  -0.290
H 1.186 -1.593 -3.712  0.117
H -3.573 0.432 -1.768  0.073
H 5.628 -2.043 1.622  0.134
H -0.241 3.297 4.170  0.129
H 1.135 -4.158 5.477  0.131
N 0.427 -2.105 2.280  -0.056
N 2.614 0.680 1.109  -0.208
N -0.131 -2.289 -2.291  -0.056
H 3.138 -0.614 2.677  0.121
C 0.337 -2.246 -3.540  -0.135
H -0.460 1.436 -2.430  0.105
C 0.565 -4.207 3.411  -0.084
Sn 0.618 -0.611 0.107  1.354
C 3.879 -3.803 -0.673  -0.013
C 3.696 -1.541 0.846  -0.269
C 2.390 1.749 2.126  -0.140
C -5.968 4.310 -1.889  -0.009
H -1.727 -4.415 -5.089  0.127
H -7.248 2.191 -4.274  0.133
H 3.912 -4.687 -1.293  0.126

The calculation puts the largest force on an atom at 0.003 Eh/bohr. As for the spin multiplicity: 1. The LUMO energy is -10.07 eV. Its total charge is +3. The calculation puts the molecular weight at 862.794 g mol⁻¹. As for the highest occupied orbital energy: -0.5505 hartree.

=====

[2]
The following is a DFT calculation (ωB97M-V with the def2-TZVPD basis set) of C36H34FMoN6OP2 as an isolated structure.

Each line ends with the Löwdin charge.
Geometry (Å):
C -3.558 0.006 -0.489  -0.083
H 1.326 -1.189 -6.506  0.126
H -0.012 -1.411 -8.577  0.138
H 3.872 -2.716 -0.075  0.126
H -1.915 0.808 4.206  0.086
C 1.467 0.927 6.278  -0.028
H 1.868 -5.141 0.751  0.131
H -0.927 6.644 2.278  0.127
P 0.334 1.148 2.399  0.941
C -1.198 3.328 1.691  -0.098
C -0.058 -1.795 0.799  -0.458
H -2.766 -0.523 3.419  0.094
C 2.956 -0.492 5.020  -0.047
C -2.288 0.440 3.252  -0.055
N 4.528 -1.972 0.100  0.251
C 1.345 -4.192 0.759  -0.023
Mo 1.050 0.347 0.040  1.527
H 3.117 0.705 -2.416  0.112
C 0.329 -0.773 -6.558  0.010
H -2.624 -2.807 1.224  0.119
C 4.057 -0.749 0.289  -0.555
C 1.869 0.400 -4.193  0.010
C -0.422 -0.905 -7.714  0.016
N 4.867 0.287 0.465  0.245
N -1.137 0.281 2.337  -0.467
H -6.332 -1.908 -0.698  0.130
C 0.106 -0.174 -3.023  -0.123
H -0.362 -2.150 -1.316  0.093
N -3.128 -0.664 -9.910  0.208
C -1.501 4.677 1.649  -0.041
H 4.487 1.192 0.689  0.139
H 1.148 1.343 7.224  0.128
N 0.548 0.023 -4.268  0.007
C 2.533 0.038 6.233  -0.022
N 1.072 0.053 -2.138  -0.109
H -0.905 -0.480 -2.810  0.140
C -0.230 -0.120 -5.472  -0.188
O 2.784 -0.583 0.299  -0.224
H -4.921 -3.444 0.616  0.128
C -2.502 -0.542 -8.957  -0.157
H -1.909 0.962 -4.667  0.119
H -2.375 5.019 1.112  0.121
C -0.684 5.590 2.306  -0.025
H 5.870 0.186 0.474  0.148
H -3.259 0.672 -6.723  0.135
H 2.440 0.643 -5.071  0.148
F 1.190 2.119 -0.377  -0.409
C -1.510 0.410 -5.507  -0.001
H 2.632 -0.561 2.905  0.075
H 0.321 -1.803 2.927  0.103
C 0.106 -2.501 -0.406  -0.103
C 0.477 -2.322 1.989  -0.074
H 1.565 -3.933 2.882  0.130
C -1.717 -0.394 -7.763  -0.198
C 2.184 0.423 -2.874  -0.101
H 3.041 -0.238 7.147  0.128
C 1.175 -3.513 1.965  -0.026
C -3.241 -2.123 0.655  -0.062
H 0.009 2.011 5.152  0.115
C -4.532 -2.483 0.310  -0.028
C -4.844 -0.373 -0.834  -0.037
C 1.230 0.751 3.887  -0.362
C -2.261 0.263 -6.661  0.007
H -3.180 0.977 -0.791  0.108
C 0.438 5.157 2.998  -0.034
H 0.928 -4.245 -1.348  0.128
C 2.305 -0.141 3.849  -0.111
H -1.848 2.627 1.178  0.088
H 1.620 3.480 3.598  0.112
C 0.819 -3.690 -0.426  -0.033
C 0.818 1.292 5.111  -0.078
P -1.165 -0.345 0.797  0.874
C -2.760 -0.871 0.255  -0.362
H 1.070 5.871 3.507  0.125
H 5.515 -2.181 0.088  0.149
H -5.470 0.295 -1.409  0.125
C -5.326 -1.613 -0.431  -0.013
C -0.080 2.884 2.403  -0.367
H -3.009 1.152 2.856  0.090
H 3.795 -1.174 4.993  0.118
C 0.746 3.807 3.048  -0.075

The calculation puts the largest force on an atom at 0.018 Eh/bohr. As for the spin multiplicity: 3. The LUMO energy (spin up / spin down) is -10.05 / -10.08 eV. Its total charge is +3. The calculation puts the molecular weight at 743.595 g mol⁻¹. The energy relative to the best compared isomer or geometry (same formula, charge and spin) comes out at 3.9 kcal/mol. As for the highest occupied orbital energy (spin up / spin down): -0.5793 / -0.5795 hartree. The expectation value of S² is 2.022.

=====

[3]
The following is a DFT calculation (ωB97M-V with the def2-TZVPD basis set) of C36H34N2O7S2V as an isolated structure.

Each line ends with the Löwdin charge.
Geometry (Å):
O -0.482 0.404 -2.621  -0.151
N -2.315 -2.658 0.056  0.056
C 2.812 2.140 0.027  -0.393
H 1.346 -2.362 0.669  0.088
C -5.499 3.512 -1.725  -0.057
C -4.195 3.212 -1.354  0.000
H 1.950 -7.275 0.491  0.115
C 1.831 -6.201 0.528  -0.058
C -0.691 3.271 1.639  -0.062
C 1.473 -4.182 1.796  -0.049
C 4.335 3.901 0.564  -0.059
C -6.160 2.727 -2.657  -0.069
C -1.228 1.478 -2.746  -0.547
H 2.168 0.064 -2.939  0.089
C 3.446 3.323 -0.328  -0.077
C -1.355 2.399 0.786  -0.019
H -7.175 2.965 -2.944  0.109
C 1.501 -3.431 0.632  -0.067
C 4.564 3.306 1.799  -0.062
H 3.475 -2.179 -3.190  0.098
H 2.857 -1.364 -0.429  0.077
H 4.546 -1.801 -0.537  0.125
H -0.630 3.043 2.696  0.107
H 3.172 1.507 -2.911  0.107
H 0.220 5.629 -0.605  0.110
H -6.019 1.036 -3.973  0.111
O -2.232 0.424 -0.843  -0.072
C -0.115 4.431 1.144  -0.077
H -3.827 -4.501 4.267  0.113
C -2.140 -1.588 4.637  -0.061
O 1.014 0.307 -0.353  -0.560
C 3.019 1.541 1.258  -0.064
H 1.951 -5.955 -1.606  0.115
O -1.819 -2.347 -1.097  -0.180
S 1.703 -3.223 -2.129  1.104
C 1.644 -5.560 1.744  -0.054
H -3.692 0.522 -3.353  0.132
C -1.436 2.674 -0.573  -0.178
H 4.027 -3.432 -2.087  0.104
C -2.867 -3.439 2.683  -0.009
H 4.726 -0.251 -2.561  0.125
O -1.166 2.262 -3.656  0.137
H 0.401 5.111 1.810  0.108
O -0.715 -1.259 0.787  -0.179
H -3.686 3.829 -0.626  0.120
C -0.214 4.719 -0.211  -0.065
C 3.904 2.136 2.146  -0.057
N -1.725 -2.078 1.008  -0.171
V -0.551 -0.817 -1.141  1.044
C -3.249 -3.626 4.002  -0.061
C 3.379 -2.557 -2.169  -0.290
H -3.134 -4.149 1.915  0.115
S 1.679 1.440 -1.143  1.094
C -2.147 1.716 -1.521  -0.271
C -5.513 1.641 -3.232  -0.058
C -4.210 1.346 -2.871  -0.020
C 1.689 -4.084 -0.579  -0.378
H 4.839 4.821 0.301  0.113
H 1.622 -6.140 2.658  0.114
C 2.829 0.662 -2.308  -0.280
H 2.481 0.638 1.514  0.112
H -3.102 0.038 -1.019  0.133
C -0.867 3.847 -1.067  -0.029
H -1.792 1.493 1.181  0.111
C 3.687 -1.476 -1.124  -0.203
C 1.841 -5.463 -0.647  -0.077
C 4.012 -0.113 -1.743  -0.204
C -3.546 2.125 -1.922  -0.140
H -1.163 -0.518 3.034  0.113
O 0.858 -1.974 -1.965  -0.575
C -2.128 -2.308 2.370  -0.168
H -0.938 4.069 -2.124  0.125
C -2.888 -2.705 4.976  -0.067
H -3.190 -2.861 6.003  0.111
H 4.526 0.501 -1.002  0.110
H 3.238 3.795 -1.282  0.120
H 1.314 -3.688 2.746  0.115
H -5.999 4.364 -1.282  0.110
C -1.750 -1.378 3.323  -0.006
H 5.253 3.765 2.496  0.111
H 4.076 1.684 3.115  0.111
H -1.858 -0.871 5.396  0.111

The calculation puts the largest force on an atom at 0.006 Eh/bohr. As for the spin multiplicity: 3. The LUMO energy (spin up / spin down) is -2.49 / -2.51 eV. Its total charge is +1. The calculation puts the molecular weight at 721.753 g mol⁻¹. The energy relative to the best compared isomer or geometry (same formula, charge and spin) comes out at 1.7 kcal/mol. As for the highest occupied orbital energy (spin up / spin down): -0.4145 / -0.4161 hartree. The expectation value of S² is 2.009.

=====

Energy readings, ordered: -7197.28000, -2645.98202, -3768.62480 Eh